--- P ---
The molecule C19H21N7O2. Source: the Open Molecules 2025 dataset; level of theory: ωB97M-V with the def2-TZVPD basis set.

Positions of all 49 atoms, in Å:
O  -7.06  -0.50  2.84
O  1.10  -1.02  -2.38
N  -3.78  -3.43  5.16
N  -5.50  0.04  1.67
N  1.65  0.73  -0.78
N  4.45  0.06  -1.92
N  -2.74  0.43  2.33
N  4.72  1.46  -1.62
N  -1.08  1.86  1.27
C  -2.00  -1.63  1.79
C  3.24  1.08  -4.98
C  -0.07  -0.57  0.38
C  -5.93  -0.84  2.62
C  5.86  2.10  -3.87
C  -3.72  -1.70  3.47
C  -3.12  -2.65  4.24
C  -2.89  -0.91  2.51
C  -1.18  -0.53  1.20
C  -5.11  -1.65  3.55
C  1.89  -0.14  -1.94
C  -5.82  -2.55  4.46
C  0.04  1.81  0.62
C  -1.62  0.70  1.57
C  3.37  1.35  -3.47
C  4.59  2.13  -2.94
C  3.25  -0.01  -2.65
C  0.56  0.66  0.05
C  -5.07  -3.37  5.35
H  3.96  0.41  -5.52
H  5.82  2.97  -4.52
H  0.63  2.77  0.52
H  6.74  2.31  -3.26
H  4.67  -0.70  -1.26
H  -6.30  0.31  1.03
H  3.45  -0.88  -3.18
H  2.27  0.57  -5.20
H  2.34  1.49  -0.71
H  2.53  2.00  -3.22
H  0.47  -1.40  -0.10
H  -4.52  0.00  1.39
H  5.64  1.63  -1.30
H  -1.95  -2.71  1.73
H  5.92  1.14  -4.39
H  -6.84  -2.51  4.32
H  4.44  3.19  -2.68
H  -3.09  1.14  2.91
H  -2.01  -2.68  4.27
H  -5.55  -3.96  6.10
H  3.34  2.02  -5.49

For the LUMO energy, the calculation gives -0.0037 Ha. The total charge is 0.

***

--- Q ---
The molecule C19H21N7O2. Source: the Open Molecules 2025 dataset; level of theory: ωB97M-V with the def2-TZVPD basis set.

Positions of all 49 atoms, in Å:
O  1.75  1.69  0.74
O  0.83  -4.43  3.28
N  -2.55  3.39  -3.16
N  1.63  -1.07  -0.40
N  -4.56  1.79  -4.48
N  -1.21  1.62  -3.00
N  3.22  1.21  3.08
N  -6.93  4.40  -4.88
N  -2.17  0.10  -1.52
C  2.84  -0.21  -0.53
C  1.80  2.76  1.68
C  -4.78  3.13  -4.23
C  -0.54  -3.31  1.61
C  2.04  2.19  3.07
C  -3.72  3.87  -3.53
C  -0.72  -1.35  -0.22
C  0.37  -0.69  -0.78
C  2.96  0.08  2.09
C  2.86  0.78  0.66
C  -3.35  1.29  -4.09
C  -2.03  -0.92  -0.65
C  0.21  0.40  -1.60
C  -1.08  0.70  -2.01
C  1.37  -5.71  3.23
C  -2.36  2.08  -3.38
C  -6.00  3.86  -4.51
C  -0.57  -4.33  2.74
C  -0.57  -2.43  0.69
H  3.74  -0.80  -0.56
H  1.10  1.62  3.37
H  1.76  -1.83  0.27
H  -2.94  -1.40  -0.31
H  3.83  1.31  0.43
H  2.07  -0.59  2.33
H  -1.26  -4.07  3.55
H  2.21  -5.95  3.93
H  3.84  -0.65  2.06
H  1.78  -5.94  2.21
H  2.59  3.35  1.46
H  0.82  3.21  1.77
H  0.64  -6.57  3.37
H  2.80  0.35  -1.56
H  1.05  1.00  -2.07
H  2.23  2.91  3.83
H  -3.17  0.23  -4.02
H  -0.88  -5.24  2.28
H  -0.40  2.29  -2.93
H  3.35  0.93  4.05
H  -3.96  4.97  -3.36

For the LUMO energy, the calculation gives -0.0068 Ha. The total charge is 0.

***

Verdict on stability: Q comes out at the bottom.

***

--- P ---
A cluster of 3 separate species, C6H16O2 in total. Source: the Open Molecules 2025 dataset; level of theory: ωB97M-V with the def2-TZVPD basis set.

Positions of all 24 atoms, in Å:
O  3.00  -2.36  1.29
O  -0.38  0.11  4.37
C  -2.81  1.33  -0.90
C  0.76  -0.11  -1.74
C  -0.55  0.12  -1.02
C  -1.49  0.89  -1.52
C  1.49  1.13  -2.23
C  -0.73  -0.76  0.20
H  3.96  -2.37  1.30
H  -3.14  2.27  -1.33
H  -1.32  1.49  -2.42
H  -0.26  -0.34  1.09
H  -1.80  -0.93  0.37
H  -0.98  -0.09  3.65
H  -0.28  -1.72  -0.02
H  0.67  -0.85  -2.54
H  -0.79  0.84  4.85
H  -2.65  1.47  0.17
H  2.17  1.57  -1.48
H  -3.62  0.61  -1.06
H  2.17  0.99  -3.07
H  2.67  -1.85  2.06
H  0.85  1.99  -2.47
H  1.50  -0.61  -1.09

For the LUMO energy, the calculation gives 0.0249 Ha. The total charge is 0.

***

--- Q ---
A cluster of 3 separate species, C6H16O2 in total. Source: the Open Molecules 2025 dataset; level of theory: ωB97M-V with the def2-TZVPD basis set.

Positions of all 24 atoms, in Å:
O  1.44  5.44  -1.41
O  -4.93  0.71  -0.35
C  0.10  0.32  -1.15
C  1.74  -1.51  -0.58
C  1.26  -2.91  -0.18
C  0.71  0.16  1.25
C  0.82  -0.30  -0.22
C  -0.47  -0.61  1.89
H  0.29  -3.27  -0.59
H  0.97  -2.83  0.86
H  2.05  -3.60  -0.44
H  1.57  4.52  -1.18
H  2.68  -1.34  -0.09
H  -4.76  0.60  0.58
H  0.09  0.21  -2.23
H  0.88  5.58  -2.18
H  -0.60  1.10  -0.85
H  0.70  1.26  1.21
H  -0.29  -1.67  1.80
H  -5.80  0.37  -0.59
H  -0.55  -0.38  2.96
H  -1.37  -0.41  1.30
H  1.61  -0.02  1.84
H  1.88  -1.40  -1.67

For the LUMO energy, the calculation gives 0.0276 Ha. The total charge is 0.

***

Verdict on stability: Q comes out at the bottom.

***

--- P ---
A structure of composition C4H12N2. Source: the Open Molecules 2025 dataset; level of theory: ωB97M-V with the def2-TZVPD basis set.

Positions of all 18 atoms, in Å:
N  0.13  -1.63  -0.77
N  -0.55  -0.85  1.78
C  -0.63  0.92  -0.81
C  0.13  1.20  0.55
C  0.00  -0.05  -1.78
C  0.55  0.05  1.56
H  -0.54  1.81  1.15
H  -1.61  0.69  -0.41
H  -0.29  -1.42  2.58
H  -0.53  -1.37  0.94
H  -0.74  -0.46  -2.40
H  0.04  -2.20  -1.54
H  0.81  0.53  2.52
H  0.85  0.39  -2.34
H  0.77  -0.73  -1.17
H  -0.75  1.87  -1.34
H  0.97  1.78  0.32
H  1.41  -0.52  1.16

For the LUMO energy (spin up / spin down), the calculation gives 0.1625 / 0.1608 Ha. The total charge is -1. Its multiplicity is 2.

***

--- Q ---
The ion C4H12N2 with charge -1. Source: the Open Molecules 2025 dataset; level of theory: ωB97M-V with the def2-TZVPD basis set.

Positions of all 18 atoms, in Å:
N  -1.72  -0.76  -1.57
N  0.35  1.56  -0.86
C  0.26  0.20  -0.22
C  -1.15  -0.30  -0.30
C  0.75  0.26  1.23
C  1.46  -1.05  1.65
H  -1.36  -1.05  0.48
H  0.07  0.78  1.91
H  0.62  -1.58  2.13
H  1.53  1.06  1.29
H  -2.65  -0.35  -1.64
H  0.91  -0.43  -0.86
H  1.34  1.61  -1.12
H  -1.74  0.57  0.09
H  -1.26  -0.37  -2.38
H  1.63  -1.61  0.71
H  0.29  2.31  -0.13
H  2.30  -1.03  2.37

For the LUMO energy (spin up / spin down), the calculation gives 0.1581 / 0.1538 Ha. The total charge is -1. Its multiplicity is 2.

***

Verdict on stability: P comes out at the bottom.

***

--- P ---
A cluster of 2 separate species, C6H16O in total. Source: the Open Molecules 2025 dataset; level of theory: ωB97M-V with the def2-TZVPD basis set.

Positions of all 23 atoms, in Å:
O  2.14  0.34  -0.39
C  -1.29  0.93  0.73
C  -1.43  0.31  -0.64
C  2.96  -1.48  -1.82
C  2.25  -1.07  -0.53
C  -0.88  -0.17  1.72
C  -2.59  1.64  1.14
H  -3.53  1.24  0.74
H  0.16  -0.41  1.52
H  -0.86  0.24  2.73
H  -2.51  2.70  0.90
H  -2.29  -0.35  -0.71
H  1.25  -1.51  -0.59
H  -1.62  1.05  -1.43
H  3.95  -1.05  -1.91
H  2.31  -1.25  -2.66
H  1.43  0.72  -0.93
H  2.76  -1.40  0.37
H  2.99  -2.57  -1.85
H  -2.74  1.65  2.22
H  -1.45  -1.09  1.63
H  -0.53  1.69  0.68
H  -0.48  -0.15  -0.92

For the LUMO energy, the calculation gives 0.0356 Ha. The total charge is 0.

***

--- Q ---
A cluster of 2 separate species, C6H16O in total. Source: the Open Molecules 2025 dataset; level of theory: ωB97M-V with the def2-TZVPD basis set.

Positions of all 23 atoms, in Å:
O  2.72  0.90  -0.22
C  -0.44  2.15  1.36
C  0.18  -1.27  -1.38
C  -0.46  0.54  1.35
C  -0.73  -0.02  -1.20
C  -0.02  -2.32  -0.30
C  -1.36  0.09  0.15
H  -2.05  0.99  0.01
H  -1.32  2.48  1.88
H  -1.40  -0.06  -1.86
H  -2.02  -0.72  0.39
H  -0.74  -2.02  0.60
H  0.37  2.43  2.01
H  -0.45  2.45  0.32
H  -0.01  -1.77  -2.33
H  2.64  0.68  -1.12
H  0.92  -2.43  0.11
H  3.67  0.73  -0.06
H  1.26  -0.93  -1.30
H  0.60  0.06  1.15
H  -0.85  0.23  2.34
H  -0.24  -3.25  -0.46
H  -0.26  1.04  -1.44

For the LUMO energy, the calculation gives 0.0274 Ha. The total charge is 0.

***

Verdict on stability: Q comes out at the bottom.

***

--- P ---
A cluster of 2 separate species, C3H8NO3 in total. Source: the Open Molecules 2025 dataset; level of theory: ωB97M-V with the def2-TZVPD basis set.

Positions of all 15 atoms, in Å:
O  -0.86  -0.37  -0.16
O  -2.41  -1.96  0.49
O  2.30  2.28  -0.35
N  -0.45  -1.78  1.69
C  1.22  1.32  -0.36
C  -1.31  -1.34  0.54
C  0.97  1.37  -1.86
H  0.04  0.92  -2.14
H  -0.52  -2.79  1.85
H  2.44  2.64  0.53
H  1.47  0.30  -0.05
H  1.79  0.90  -2.41
H  0.42  1.71  0.28
H  0.93  2.41  -2.21
H  -0.80  -1.36  2.54

For the LUMO energy, the calculation gives 0.1319 Ha. The total charge is -1.

***

--- Q ---
A cluster of 2 separate species, C3H8NO3 in total. Source: the Open Molecules 2025 dataset; level of theory: ωB97M-V with the def2-TZVPD basis set.

Positions of all 15 atoms, in Å:
O  0.06  -2.74  -0.46
O  1.45  1.86  -1.23
O  -2.14  -0.45  1.57
N  0.24  0.64  0.46
C  -0.01  -1.53  -0.58
C  0.96  -0.55  0.00
C  0.28  1.68  -0.67
H  -0.40  1.16  -1.43
H  -0.76  -1.07  -1.24
H  -1.33  0.10  1.39
H  -0.25  2.57  -0.31
H  -1.96  -1.35  1.26
H  0.75  1.03  1.25
H  1.66  -0.24  -0.79
H  1.45  -1.11  0.80

For the LUMO energy, the calculation gives 0.1438 Ha. The total charge is -1.

***

Verdict on stability: Q comes out at the bottom.

***

--- P ---
A cluster of 2 separate species, H4N2O2P in total. Source: the Open Molecules 2025 dataset; level of theory: ωB97M-V with the def2-TZVPD basis set.

Positions of all 9 atoms, in Å:
P  0.58  0.24  -1.26
O  0.25  -0.49  -2.52
O  -0.13  -0.28  2.21
N  0.09  1.72  -1.03
N  1.37  -0.50  -0.11
H  0.43  -0.42  1.41
H  1.53  -1.42  -0.51
H  -0.33  0.66  2.16
H  -0.42  1.91  -1.89

For the LUMO energy, the calculation gives 0.1612 Ha. The total charge is -1.

***

--- Q ---
A cluster of 2 separate species, H4N2O2P in total. Source: the Open Molecules 2025 dataset; level of theory: ωB97M-V with the def2-TZVPD basis set.

Positions of all 9 atoms, in Å:
P  -0.50  1.67  -1.57
O  0.34  2.17  -0.40
O  -0.73  2.56  -2.73
N  -1.13  0.26  -1.46
N  0.79  -1.78  1.58
H  -0.17  -2.05  1.58
H  1.24  -1.77  2.57
H  0.97  -0.98  0.94
H  -0.82  -0.07  -0.51

For the LUMO energy, the calculation gives 0.1410 Ha. The total charge is -1.

***

Verdict on stability: P comes out at the bottom.